63
Properties=species:S:1:pos:R:3:forces:R:3 method="wB97M-V/def2-TZVPD" energy_ev=-62515.000 multiplicity=1 max_force_ha_per_bohr=0.09169
C 1.4281 -3.2620 -0.9290 -0.1645 0.3049 -0.2082
N -3.5979 -1.9681 -0.6742 1.3641 0.8760 -1.3171
H -2.7335 -3.8829 -0.2867 -0.2148 0.2217 -0.1244
S 0.8511 2.2701 1.7159 2.3791 -0.8282 0.6606
C -3.7195 -3.4253 -0.4064 0.3407 -0.0231 0.3230
C 2.3926 1.9452 0.8649 -0.5749 -3.3195 3.2989
H -4.2376 -3.5609 0.5492 0.0197 0.1798 -0.0991
H 1.8597 -1.2064 -3.5899 -0.0096 0.2257 -0.1301
C 2.6148 -3.9507 -1.0018 -0.0758 -0.0961 0.1666
H -2.2620 2.7209 -2.0086 -0.1425 -0.1091 -0.1642
H -2.6124 -0.5012 -1.8088 -0.2725 0.4942 0.1854
S 3.6799 0.8803 1.5136 -0.8119 0.4133 -0.6301
H 2.8351 -4.7125 -0.2719 0.0376 -0.0622 0.1039
O 0.0565 1.0137 1.9541 1.1083 2.5952 0.1985
C -1.5739 3.2324 -1.3560 -0.1210 -0.1421 -0.0310
C -0.1268 -1.5702 -1.8781 -1.0644 -0.3075 0.5410
H -0.2436 -0.7560 -2.5700 0.0458 0.3956 -0.2221
H 4.4525 -4.2158 -2.0598 0.1309 -0.0465 -0.0004
F 2.5826 2.5430 -0.2793 0.5715 1.6790 -2.9494
C -0.5283 5.2533 -0.6304 -0.0367 0.1962 -0.0060
H -1.1069 -2.8007 -0.4824 0.0243 -0.2081 0.1622
H 0.7407 -3.4858 -0.1323 -0.0681 -0.0289 0.1809
C 4.1185 1.9226 2.9091 0.3059 -1.0914 -0.0567
C 4.7571 3.5454 5.0353 -0.0144 0.1490 0.3762
H 0.8344 5.0556 1.0077 0.1100 -0.0162 0.1236
H 3.0035 0.7619 4.2941 -0.0224 -0.1049 0.0004
C -5.7910 -1.9301 -1.8469 -0.0630 -0.2611 -0.1210
H 5.8791 4.6930 3.6298 0.1020 0.1403 -0.0616
H 3.9659 -2.4531 -3.7086 0.1122 0.0665 -0.0823
C -0.8809 2.5282 -0.3925 -0.2398 -0.4803 -0.1432
H -3.9762 -3.9462 -2.4780 0.0235 0.0367 0.0555
H -4.7457 -0.2249 -0.9489 0.0467 -0.2386 -0.0211
C -2.4807 -1.3954 -1.2243 -2.2587 -1.4361 0.8662
C 3.5269 -3.6661 -2.0043 0.0127 0.0847 -0.0756
C -1.2259 -1.9636 -1.1414 1.1340 -0.2754 -0.1638
H 3.5711 2.2146 6.2114 -0.0768 -0.0334 0.1505
C 3.9515 2.4427 5.2290 -0.0434 0.0098 0.1186
H -1.0201 1.4642 -0.2776 0.0602 -0.1417 0.1107
C 5.2439 3.8349 3.7776 0.0779 0.0485 -0.1873
H 5.0054 4.1815 5.8697 0.0518 0.1164 0.1383
H -5.4000 -1.3643 0.2130 0.1689 -0.1068 -0.0587
C 4.9264 3.0171 2.7123 0.3347 0.3585 -0.3956
H -6.4668 -3.6540 -0.7221 0.0676 0.0493 -0.0268
C 0.1634 4.5480 0.3329 0.2827 0.3963 0.3016
C -4.9096 -1.2923 -0.7642 -0.0102 0.1786 -0.2123
H -4.5736 -5.1776 -1.3937 -0.0064 0.2902 0.2351
H -1.9470 5.1472 -2.2206 -0.0937 0.0879 -0.0999
H -5.3608 -1.7257 -2.8344 0.0832 -0.0246 0.0950
H -0.3997 6.3195 -0.7175 0.0648 0.1621 -0.0018
C -1.4038 4.5962 -1.4692 -0.0849 0.1758 -0.2862
C -4.5143 -4.0904 -1.5341 -0.1840 0.2052 -0.3046
C 2.0774 -1.9682 -2.8613 -0.5189 0.0690 0.2626
C 1.1221 -2.2540 -1.8671 0.7719 -0.3858 -0.0115
C -0.0208 3.1908 0.4498 0.2320 -0.2289 0.4934
C 3.6366 1.6260 4.1625 -0.3215 -0.3892 0.1851
O 1.2049 3.2301 2.8230 -1.8908 -1.9861 -1.6060
H -6.4965 -3.9182 -2.4511 0.2819 0.2212 0.1484
H -6.7845 -1.4626 -1.8568 0.2388 -0.0590 0.1852
C 3.2552 -2.6719 -2.9293 0.2099 -0.0709 -0.1381
O 4.8708 0.9026 0.5896 -2.7148 -0.3067 1.6172
O 3.1369 -0.3990 2.0866 1.2716 2.3963 -1.2547
C -5.9087 -3.4527 -1.6452 -0.0213 -0.0156 0.0314
H 5.3044 3.2278 1.7239 0.0548 0.0001 -0.1253